DFT (ωB97M-V with the def2-TZVPD basis set) results for a cluster of 2 separate species, C4H10OS in total at a distorted geometry.

Summary:
ΔE to the lowest compared entry with this formula, charge and spin: 26.22 kcal/mol
Net charge: 0
SMILES: CC=O.CSC
HOMO: -8.619 eV

XYZ file:
```
16
Properties=species:S:1:pos:R:3:lowdin_charge:R:1
C 1.65566 -1.71015 1.47250 -0.45
S 2.01016 -0.02330 0.92537 0.71
C 1.36545 0.92152 2.37440 -0.42
H 1.19717 -1.67207 2.47747 0.03
H 2.62757 -2.19073 1.64199 0.02
H 0.97342 -2.34851 0.90115 0.04
H 1.12936 1.94047 2.05520 0.03
H 0.51473 0.33653 2.67073 0.01
H 1.99277 1.03107 3.26178 0.03
O -3.01319 -0.72805 -1.79351 0.02
C -2.47015 0.33856 -1.62933 -0.31
C -1.96824 1.16741 -2.79386 -0.06
H -2.50945 0.71848 -0.59000 0.11
H -1.70739 2.13112 -2.35318 0.07
H -2.60144 1.24052 -3.67980 0.08
H -1.09270 0.64896 -3.22873 0.09
```

DFT (ωB97M-V with the def2-TZVPD basis set) results for a structure of composition C37H33GeKO2P2 at a distorted geometry.

Summary:
ΔE to the lowest compared entry with this formula, charge and spin: 17.93 kcal/mol
Net charge: +2
HOMO: -13.757 eV

XYZ file:
```
76
Properties=species:S:1:pos:R:3:lowdin_charge:R:1
K -1.52812 -0.98246 1.73661 0.92
O -0.07352 0.67909 1.83777 -0.53
P 0.26977 1.89748 1.02200 0.76
C -0.50926 1.87220 -0.64305 -0.28
P -1.86589 0.70819 -0.97675 0.72
O -1.54395 -0.68396 -0.51303 -0.51
C -3.34484 1.38364 -0.18604 -0.29
C -3.88276 0.88122 1.00128 -0.11
C -5.01120 1.44973 1.57021 -0.05
C -5.61592 2.54090 0.96122 -0.05
C -5.09133 3.05491 -0.21503 -0.04
C -3.96881 2.47716 -0.78719 -0.07
C -2.18156 0.82138 -2.73368 -0.30
C -3.28993 0.11972 -3.21462 -0.07
C -3.59268 0.13690 -4.56333 -0.05
C -2.79605 0.85883 -5.44467 -0.05
C -1.69675 1.56016 -4.97614 -0.06
C -1.38888 1.54230 -3.62265 -0.07
C -0.22980 3.43477 1.78654 -0.27
C -1.58710 3.68005 2.01183 -0.07
C -1.98866 4.84752 2.63409 -0.06
C -1.04104 5.78174 3.03782 -0.05
C 0.30628 5.54315 2.82392 -0.05
C 0.71373 4.37218 2.19958 -0.06
C 2.03118 1.99693 0.70483 -0.31
C 2.88291 1.21805 1.48135 -0.07
C 4.25781 1.32529 1.31795 -0.08
C 4.78048 2.20271 0.38013 -0.06
C 3.93242 2.98155 -0.39964 -0.06
C 2.56155 2.88345 -0.23357 -0.08
H 0.28657 1.60761 -1.34442 0.07
H -0.84817 2.88299 -0.88444 0.09
H -3.43901 0.04261 1.51873 0.03
H -5.41390 1.04641 2.48939 0.12
H -6.49785 2.98526 1.40248 0.12
H -5.56510 3.89879 -0.69771 0.12
H -3.58607 2.87858 -1.71861 0.12
H -3.92243 -0.43969 -2.53467 0.12
H -4.45335 -0.40572 -4.92987 0.12
H -3.03933 0.87569 -6.49845 0.12
H -1.08132 2.12508 -5.66280 0.11
H -0.53022 2.10437 -3.28048 0.10
H -2.34151 2.96261 1.71244 0.09
H -3.04009 5.03215 2.80880 0.11
H -1.35701 6.69605 3.52207 0.12
H 1.04393 6.26557 3.14521 0.12
H 1.77069 4.19417 2.04739 0.11
H 2.46939 0.54560 2.22242 0.11
H 4.91998 0.73532 1.93816 0.11
H 5.85232 2.29303 0.26165 0.11
H 4.34229 3.67204 -1.12405 0.12
H 1.91031 3.51360 -0.82880 0.12
Ge 1.58669 -3.81134 -0.01720 1.30
C 0.57141 -5.37155 0.02207 -0.37
C -0.49777 -5.43467 -0.89017 -0.11
C -1.20711 -6.61212 -1.05018 -0.05
C -0.86445 -7.72438 -0.29529 -0.02
C 0.17923 -7.67454 0.62575 -0.04
C 0.89925 -6.50919 0.78376 -0.09
C 3.29863 -3.48749 0.64085 -0.37
C 3.96131 -2.36126 0.12221 -0.12
C 5.29453 -2.14084 0.42082 -0.06
C 5.96608 -3.02676 1.25015 -0.02
C 5.31786 -4.13349 1.79327 -0.04
C 3.99453 -4.37070 1.48753 -0.09
H 0.97396 -2.68811 -0.84269 0.01
H -0.77426 -4.56423 -1.47497 0.10
H -2.02313 -6.66517 -1.75702 0.12
H -1.41567 -8.64686 -0.42311 0.12
H 0.42626 -8.54924 1.21101 0.12
H 1.70835 -6.48396 1.49946 0.09
H 3.43860 -1.65533 -0.51379 0.10
H 5.80783 -1.28283 0.00996 0.12
H 7.01009 -2.85799 1.48000 0.12
H 5.85414 -4.80790 2.44607 0.12
H 3.50541 -5.23696 1.90929 0.09
```

Repeat the first record exactly.
DFT (ωB97M-V with the def2-TZVPD basis set) results for a cluster of 2 separate species, C4H10OS in total at a distorted geometry.

Summary:
ΔE to the lowest compared entry with this formula, charge and spin: 26.22 kcal/mol
Net charge: 0
SMILES: CC=O.CSC
HOMO: -8.619 eV

XYZ file:
```
16
Properties=species:S:1:pos:R:3:lowdin_charge:R:1
C 1.65566 -1.71015 1.47250 -0.45
S 2.01016 -0.02330 0.92537 0.71
C 1.36545 0.92152 2.37440 -0.42
H 1.19717 -1.67207 2.47747 0.03
H 2.62757 -2.19073 1.64199 0.02
H 0.97342 -2.34851 0.90115 0.04
H 1.12936 1.94047 2.05520 0.03
H 0.51473 0.33653 2.67073 0.01
H 1.99277 1.03107 3.26178 0.03
O -3.01319 -0.72805 -1.79351 0.02
C -2.47015 0.33856 -1.62933 -0.31
C -1.96824 1.16741 -2.79386 -0.06
H -2.50945 0.71848 -0.59000 0.11
H -1.70739 2.13112 -2.35318 0.07
H -2.60144 1.24052 -3.67980 0.08
H -1.09270 0.64896 -3.22873 0.09
```

> What is the formula in the second record?

C37H33GeKO2P2

> ΔE to the lowest compared entry with this formula, charge and spin of number 1 (C4H10OS)?

26.22 kcal/mol